Record 1
{"formula": "C10H13N2O5SSr", "method": "the ωB97M-V functional and the def2-TZVPD basis", "species": ["O", "C", "Sr", "O", "C", "C", "O", "C", "O", "C", "O", "H", "C", "N", "C", "C", "S", "N", "C", "C", "H", "H", "H", "H", "H", "H", "H", "H", "H", "H", "H", "H"], "xyz": [[-1.30451, -1.94781, -1.69198], [-0.68278, -1.87495, -2.65972], [0.19531, 2.21325, 0.09734], [-0.30474, -1.34129, 1.41555], [-0.21828, -0.24433, 1.02937], [1.24258, 0.48686, -1.37316], [2.19280, 1.31523, -1.06393], [-2.23496, 1.07268, -0.34604], [-3.04132, 0.39542, -0.82310], [1.34547, -0.85939, -1.13961], [1.75228, -1.96360, -1.21677], [0.11699, 0.93850, -1.56191], [-1.42718, 2.52213, 3.43192], [-0.57118, 1.58263, 4.17378], [-1.00904, 1.27484, 5.53772], [0.73171, 1.44059, 3.78860], [1.42930, 2.48715, 2.60523], [1.52204, 0.48933, 4.33837], [1.00761, -0.61989, 5.13843], [2.87916, 0.31772, 3.81389], [-2.34435, 2.66766, 4.01301], [-1.70502, 2.11076, 2.44642], [-0.92927, 3.49592, 3.28983], [-1.34954, 0.23369, 5.61243], [-0.23316, 1.47934, 6.28609], [-1.87404, 1.90462, 5.76506], [0.09247, -1.04630, 4.71174], [1.77762, -1.39572, 5.15330], [0.84244, -0.31311, 6.17978], [2.88017, -0.06659, 2.78429], [3.41280, 1.27294, 3.82210], [3.39594, -0.39395, 4.45843]], "mulliken_charge": [-0.12, 0.10, 1.41, -0.09, -0.10, -0.17, -0.80, 0.13, -0.11, 0.34, -0.39, 0.48, -0.69, 0.23, -1.11, 0.23, -0.44, 0.07, -1.08, -1.07, 0.37, 0.04, 0.41, 0.34, 0.35, 0.42, 0.37, 0.41, 0.33, 0.37, 0.39, 0.39], "relative_energy_kj_mol": 0.0, "e_tot_ha": -1303.14774, "charge": 1, "e_homo_ev": -10.4, "e_lumo_ev": -4.2}

=====

Record 2
{"formula": "C2H9NOS2", "method": "the ωB97M-V functional and the def2-TZVPD basis", "species": ["C", "N", "C", "O", "H", "H", "H", "H", "H", "H", "H", "S", "S", "H", "H"], "xyz": [[1.48655, -1.04289, -0.11699], [0.22333, -1.25106, 0.59738], [-0.14266, -0.12656, 1.42942], [-1.50319, -0.20770, 1.78808], [1.40112, -0.13568, -0.71753], [1.66238, -1.89505, -0.76730], [2.34647, -0.93017, 0.56083], [0.31049, -2.07535, 1.18157], [0.42891, -0.07452, 2.36514], [0.05547, 0.79050, 0.86585], [-1.93038, -0.66852, 1.05632], [-0.21681, 2.51242, -1.67712], [-1.76874, 1.17387, -1.54477], [0.32435, 2.03001, -2.80517], [-2.67730, 1.90069, -2.21570]], "mulliken_charge": [-0.69, -0.33, -0.25, -0.51, 0.18, 0.29, 0.30, 0.19, 0.32, 0.23, 0.31, -0.24, -0.15, 0.17, 0.17], "relative_energy_kj_mol": 60.3, "e_tot_ha": -1007.94090, "e_homo_ev": -9.2, "e_lumo_ev": 0.3, "smiles": "CNCO.SS"}

=====

Record 3
{"formula": "C4H8O2", "method": "the ωB97M-V functional and the def2-TZVPD basis", "species": ["C", "O", "C", "C", "O", "C", "H", "H", "H", "H", "H", "H", "H", "H"], "xyz": [[1.78800, -0.24041, 0.68424], [0.76068, 0.62016, 0.99608], [0.01441, 0.95887, -0.01564], [-0.49786, -1.06463, -0.62376], [-1.63370, -0.58394, 0.11112], [-1.45957, 0.82251, 0.16886], [2.34618, -0.50260, 1.58118], [0.70954, -0.99237, -0.07912], [2.40736, 0.08946, -0.15963], [0.49510, 1.34835, -0.91284], [-0.54673, -2.15892, -0.53966], [-0.55973, -0.82990, -1.69676], [-1.82901, 1.19806, 1.13015], [-1.99465, 1.33535, -0.64424]], "mulliken_charge": [-0.68, -0.27, -0.10, -0.43, -0.37, -0.45, 0.23, 0.19, 0.28, 0.46, 0.31, 0.27, 0.30, 0.26], "relative_energy_kj_mol": 604.7, "e_tot_ha": -307.48212, "e_homo_ev": [-7.7, -7.7], "e_lumo_ev": [0.2, 0.2]}

=====

Record 4
{"formula": "C6H11NO", "method": "the ωB97M-V functional and the def2-TZVPD basis", "species": ["C", "C", "C", "O", "N", "C", "C", "C", "H", "H", "H", "H", "H", "H", "H", "H", "H", "H", "H"], "xyz": [[3.06356, 0.21248, -0.11767], [2.18176, 0.62051, 0.80382], [0.56478, 0.79631, 0.62224], [0.00659, 0.86675, 1.88947], [0.14359, -0.37982, -0.00798], [-1.29605, -0.58788, -0.41765], [-1.87464, -1.78578, -0.27493], [-2.04694, 0.56923, -1.01808], [4.13248, 0.23080, 0.08290], [2.71933, -0.17688, -1.07306], [2.58529, 1.00030, 1.74198], [0.38224, 1.72741, 0.08043], [-0.43078, 0.00464, 1.98496], [0.80448, -1.10458, -0.25733], [-1.34001, -2.62484, 0.15775], [-2.86972, -1.99045, -0.66275], [-3.05803, 0.28785, -1.33553], [-2.14743, 1.38777, -0.29754], [-1.52050, 0.94621, -1.90103]], "mulliken_charge": [-0.84, -0.39, 0.46, -0.54, -0.36, 0.62, -0.94, -1.17, 0.26, 0.28, 0.29, 0.28, 0.32, 0.24, 0.29, 0.27, 0.37, 0.27, 0.29], "relative_energy_kj_mol": 234.8, "e_tot_ha": -365.14202, "e_homo_ev": -8.7, "e_lumo_ev": 1.0, "smiles": "C=C[C@H](O)NC(=C)C"}

=====

Record 5
{"formula": "C10H10CdN6O12", "method": "the ωB97M-V functional and the def2-TZVPD basis", "species": ["Cd", "N", "O", "O", "O", "N", "O", "O", "O", "N", "O", "O", "O", "N", "O", "O", "O", "N", "C", "C", "C", "C", "C", "H", "H", "H", "H", "H", "N", "C", "C", "C", "C", "C", "H", "H", "H", "H", "H"], "xyz": [[-0.03479, -0.10735, 0.07114], [-2.12001, 1.20438, 2.24964], [-2.32118, 2.37283, 1.87363], [-2.43095, 0.78820, 3.37068], [-1.61478, 0.40319, 1.39195], [-1.54511, 0.58433, -2.76845], [-1.22219, 0.66701, -1.54497], [-0.67114, 0.27775, -3.59876], [-2.70982, 0.80776, -3.11816], [1.41140, -1.66606, 2.58934], [0.96308, -1.18292, 3.64938], [1.19057, -1.19880, 1.45602], [1.96645, -2.80695, 2.68050], [2.57587, 0.03564, -2.12240], [1.61709, -0.42233, -1.40949], [2.41648, 0.08178, -3.36087], [3.61071, 0.45490, -1.58756], [0.90181, 1.83614, 0.69792], [1.03027, 2.40003, 1.91193], [1.50875, 3.66891, 2.17778], [1.88365, 4.49571, 1.14696], [1.68158, 3.97098, -0.13293], [1.15355, 2.70095, -0.32795], [0.74296, 1.77025, 2.74645], [1.55378, 4.03000, 3.19712], [2.27869, 5.48996, 1.29909], [1.69581, 4.65718, -0.97059], [0.92515, 2.28752, -1.30244], [-0.84526, -1.95212, -0.55738], [-0.13217, -2.96097, -1.10232], [-0.65617, -4.18103, -1.55257], [-2.00030, -4.41983, -1.31000], [-2.73439, -3.48030, -0.60488], [-2.10672, -2.29905, -0.23499], [0.92785, -2.81013, -1.25269], [0.02119, -4.90282, -1.98216], [-2.42310, -5.34349, -1.68795], [-3.78275, -3.59840, -0.37404], [-2.70586, -1.65286, 0.39403]], "mulliken_charge": [1.81, 0.72, -0.62, -0.63, -0.40, 0.74, -0.38, -0.57, -0.69, 0.74, -0.61, -0.43, -0.67, 0.66, -0.38, -0.60, -0.65, 0.09, -0.17, -0.64, -0.17, -0.87, -0.07, 0.37, 0.36, 0.39, 0.30, 0.37, 0.17, -0.20, -0.76, -0.10, -0.75, -0.05, 0.34, 0.36, 0.34, 0.39, 0.28], "e_tot_ha": -1785.85155, "charge": -2, "e_homo_ev": -3.1, "e_lumo_ev": 4.7}

=====

Record 6
{"formula": "C3H8ClN2", "method": "the ωB97M-V functional and the def2-TZVPD basis", "species": ["C", "C", "C", "N", "N", "Cl", "H", "H", "H", "H", "H", "H", "H", "H"], "xyz": [[0.20300, 1.47892, -1.09944], [-0.34792, -1.10539, 1.54287], [0.66843, 0.30625, -0.21878], [-1.20112, -1.17447, -0.56714], [-0.38482, -0.67228, 0.21947], [1.58740, 0.87606, 1.07872], [0.94012, 2.10275, -1.56137], [-0.32949, 2.20807, -0.53633], [-0.47218, 1.02705, -1.90356], [0.56328, -1.60673, 1.73598], [-1.11992, -1.78986, 1.73610], [-0.12506, -0.23102, 2.28815], [1.46523, -0.56927, -1.21943], [-1.44692, -0.85009, -1.49525]], "mulliken_charge": [-1.11, -0.93, 0.30, -1.03, 0.92, 0.01, 0.39, 0.36, 0.31, 0.47, 0.35, 0.28, 0.40, 0.28], "spin_multiplicity": 3, "relative_energy_kj_mol": 288.9, "e_tot_ha": -688.26784, "charge": 1, "e_homo_ev": [-12.8, -15.0], "e_lumo_ev": [-4.4, -9.8], "s2": 2.0125}